Entry 1:
# C23H22Cl2N3O2PdS

A molecular structure, C23H22Cl2N3O2PdS (ωB97M-V/def2-TZVPD, the OMol25 dataset).

The geometry in XYZ format:
```
54
C23H22Cl2N3O2PdS | the OMol25 dataset | ωB97M-V/def2-TZVPD
Pd 0.618 1.091 -0.990
O -1.548 1.937 -2.673
C -1.633 0.708 -3.375
C -0.267 0.362 -3.906
C -0.060 0.103 -5.252
C 1.208 -0.238 -5.694
C 2.239 -0.316 -4.772
C 1.956 -0.044 -3.447
N 0.733 0.284 -3.022
H -2.241 1.973 -2.004
H -2.331 0.788 -4.212
H -1.964 -0.099 -2.714
H -0.888 0.183 -5.942
H 1.388 -0.433 -6.742
H 3.245 -0.578 -5.066
H 2.727 -0.097 -2.689
Cl 1.960 2.889 -1.577
C 2.507 3.553 -0.037
C 3.388 4.615 -0.083
C 3.803 5.168 1.116
C 3.328 4.656 2.314
C 2.445 3.592 2.316
Cl 1.875 2.975 3.827
C 2.003 2.994 1.128
S 0.923 1.619 1.170
H 3.734 4.999 -1.033
H 4.494 5.999 1.118
H 3.639 5.080 3.258
C -1.036 -3.606 2.985
N -0.471 -2.907 1.849
N -1.073 -1.796 1.309
C -0.304 -1.328 0.292
O -0.691 -0.315 -0.387
C 0.812 -2.181 0.197
C 0.672 -3.137 1.179
C 1.562 -4.279 1.519
C -2.297 -1.252 1.805
C -3.487 -1.919 1.552
C -4.671 -1.391 2.043
C -4.654 -0.204 2.763
C -3.457 0.459 2.996
C -2.265 -0.067 2.522
H -1.436 -2.886 3.695
H -0.236 -4.164 3.464
H -1.825 -4.292 2.678
H 1.624 -2.084 -0.502
H 2.405 -4.297 0.834
H 1.034 -5.230 1.440
H 1.952 -4.188 2.534
H -3.482 -2.833 0.972
H -5.606 -1.901 1.856
H -5.580 0.208 3.141
H -3.447 1.387 3.552
H -1.323 0.439 2.693
```

Charge   +1
Gap between HOMO and LUMO   7.29 eV
HOMO   -0.380 hartree
Total energy   -2650.66832 a.u.

Entry 2:
# C15H25N2O2

A gas-phase ion, C15H25N2O2 (charge +1) (ωB97M-V/def2-TZVPD, the OMol25 dataset).

The geometry in XYZ format:
```
44
C15H25N2O2 | the OMol25 dataset | ωB97M-V/def2-TZVPD
C -0.166 -0.329 -3.934
N 0.011 0.164 -2.523
C 1.486 0.168 -2.241
C 1.869 0.578 -0.815
C 2.520 -0.558 -0.002
N 2.129 -0.494 1.396
C 0.963 -1.321 1.757
C 0.241 -0.743 2.949
C 0.188 -1.460 4.144
C -0.407 -0.900 5.278
C -0.942 0.379 5.216
C -0.920 1.091 4.022
C -0.344 0.522 2.888
O -0.394 1.229 1.690
C -0.524 1.563 -2.429
C -2.011 1.608 -2.697
O -2.688 0.836 -1.727
C -2.279 -0.507 -1.736
C -0.770 -0.661 -1.563
H 0.494 -1.171 -4.089
H -1.189 -0.614 -4.126
H 0.104 0.479 -4.603
H 1.908 -0.793 -2.510
H 1.901 0.886 -2.943
H 2.609 1.366 -0.883
H 1.033 0.981 -0.253
H 3.596 -0.423 -0.046
H 2.318 -1.549 -0.432
H 2.885 -0.808 1.986
H 1.302 -2.323 2.023
H 0.281 -1.447 0.921
H 0.639 -2.439 4.178
H -0.423 -1.472 6.191
H -1.392 0.833 6.083
H -1.344 2.080 3.946
H -1.314 1.271 1.413
H -0.366 1.938 -1.424
H 0.019 2.214 -3.107
H -2.281 1.306 -3.709
H -2.344 2.631 -2.574
H -2.732 -0.974 -0.868
H -2.644 -1.055 -2.607
H -0.526 -0.375 -0.548
H -0.496 -1.705 -1.695
```

Charge   +1
Gap between HOMO and LUMO   8.86 eV
HOMO   -0.414 hartree
Total energy   -846.28736 a.u.

Entry 3:
# C2H3F3N2

A molecular structure, C2H3F3N2 (ωB97M-V/def2-TZVPD, the OMol25 dataset).

The geometry in XYZ format:
```
10
C2H3F3N2 | the OMol25 dataset | ωB97M-V/def2-TZVPD
C -0.135 1.143 -0.724
C -0.202 -1.507 0.355
N 0.509 1.169 0.626
N 0.722 0.119 -0.297
F -1.510 -1.471 0.165
F 0.376 -2.472 -0.310
F 0.118 -1.583 1.606
H -1.295 1.049 -0.844
H 0.145 1.824 -1.507
H 1.272 1.729 0.929
```

Charge   0
Gap between HOMO and LUMO   9.98 eV
HOMO   -0.332 hartree
Total energy   -486.97927 a.u.

Entry 4:
# C3H2I2NO2

A gas-phase ion, C3H2I2NO2 (charge -1) (ωB97M-V/def2-TZVPD, the OMol25 dataset).

The geometry in XYZ format:
```
10
C3H2I2NO2 | the OMol25 dataset | ωB97M-V/def2-TZVPD
C 0.572 -0.016 -0.298
C 1.065 -1.461 0.238
C -1.086 0.492 0.473
N 1.138 0.689 -1.084
O 2.111 -1.519 0.850
O 0.268 -2.283 -0.246
I -1.329 2.596 0.140
I -2.930 -0.441 -0.160
H -0.694 0.301 1.456
H 0.884 1.644 -1.368
```

Charge   -1
Gap between HOMO and LUMO   6.85 eV
HOMO   -0.159 hartree
Total energy   -916.14974 a.u.

Entry 5:
# C28H29F4I2KN8O6P

A molecular structure, C28H29F4I2KN8O6P (ωB97M-V/def2-TZVPD, the OMol25 dataset).

The geometry in XYZ format:
```
79
C28H29F4I2KN8O6P | the OMol25 dataset | ωB97M-V/def2-TZVPD
K 5.244 -6.231 16.514
O 8.245 -13.143 18.143
C 7.806 -12.782 17.042
O 7.794 -13.449 15.974
C 7.310 -11.365 16.965
C 7.054 -10.525 18.105
C 6.850 -9.173 17.831
N 6.729 -8.698 16.594
C 6.781 -9.523 15.516
C 7.148 -10.863 15.691
C 6.257 -9.113 14.155
O 5.851 -7.905 14.060
O 6.083 -9.967 13.274
H 7.195 -10.973 19.135
H 6.686 -8.463 18.643
H 7.438 -11.297 14.773
I 8.582 -4.791 14.644
C 7.217 -5.411 13.111
I 5.506 -4.113 12.884
H 6.884 -6.444 13.244
H 7.814 -5.315 12.151
F 11.332 -3.509 21.120
C 10.509 -4.461 21.618
C 10.800 -4.887 22.865
F 11.650 -4.104 23.626
C 10.158 -6.022 23.460
C 9.337 -6.741 22.558
C 8.949 -6.254 21.285
F 8.307 -7.146 20.475
C 9.447 -5.011 20.802
C 8.812 -4.303 19.731
C 7.745 -4.886 19.019
N 6.873 -5.263 18.333
C 9.053 -2.945 19.357
N 9.304 -1.866 19.010
F 8.844 -7.957 22.902
C 10.264 -6.336 24.850
C 11.503 -6.253 25.492
N 12.493 -6.199 26.076
C 9.176 -6.795 25.607
N 8.200 -7.191 26.136
C 1.314 -7.406 15.436
C 2.494 -8.081 14.730
O 3.646 -7.264 14.901
H 0.407 -8.032 15.301
H 1.063 -6.414 15.027
H 1.503 -7.319 16.550
H 2.336 -8.190 13.675
H 2.639 -9.131 15.080
H 4.379 -7.639 14.351
C 0.311 -4.554 17.901
N 0.744 -5.608 18.781
C -0.340 -6.453 19.365
P 2.342 -5.698 19.225
O 3.152 -5.292 18.034
N 2.636 -7.189 19.885
C 2.148 -8.433 19.308
C 3.610 -7.454 20.899
N 2.675 -4.676 20.512
C 1.859 -4.754 21.735
C 3.557 -3.537 20.339
H -0.341 -3.870 18.435
H -0.333 -4.974 17.127
H 1.185 -4.096 17.454
H -1.095 -5.830 19.916
H 0.094 -7.182 20.063
H -0.849 -7.109 18.628
H 1.448 -8.209 18.518
H 1.698 -9.147 20.085
H 2.889 -9.061 18.841
H 4.013 -6.505 21.233
H 4.383 -8.142 20.520
H 3.075 -7.902 21.808
H 1.563 -5.825 21.902
H 0.944 -4.160 21.603
H 2.434 -4.349 22.561
H 4.223 -3.748 19.502
H 4.187 -3.520 21.233
H 3.021 -2.587 20.188
```

Charge   -1
Gap between HOMO and LUMO (alpha / beta)   5.23 / 3.33 eV
HOMO (alpha / beta)   -0.211 / -0.205 hartree
Total energy   -3910.02227 a.u.

Entry 6:
# CH6NPS

A single CH6NPS molecule (ωB97M-V/def2-TZVPD, the OMol25 dataset).

The geometry in XYZ format:
```
10
CH6NPS | the OMol25 dataset | ωB97M-V/def2-TZVPD
C -0.879 -0.137 1.533
N 0.277 -0.830 -1.013
P -0.272 2.156 -0.533
S 0.099 0.359 0.265
H -1.850 -0.009 1.206
H -0.561 -1.151 1.681
H 0.353 -1.816 -0.601
H 0.965 -0.693 -1.667
H 0.486 1.839 -1.784
H 1.382 0.281 0.914
```

Charge   0
Gap between HOMO and LUMO   8.14 eV
HOMO   -0.292 hartree
Total energy   -835.79727 a.u.

Values of M, in order: 581.841; 265.377; 112.054; 337.862; 973.462; 95.107, all in g mol⁻¹.